[1]
A molecular structure, C29H65AsBrClCsN5O6Si5 in a non-equilibrium geometry, computed with the ωB97M-V functional and the def2-TZVPD basis.

max |F|	3.9	eV/A
E_HOMO	-0.06	eV
gap between HOMO and LUMO	3.3	eV
energy relative to the best compared isomer or geometry (same formula, charge and spin)	82.2	kcal per mole

Geometry as ORCA input:
```
! RIJCOSX wB97M-V def2-TZVPD def2/J DEFGRID3
* xyz -2 1
Cs -0.419 -0.454 0.153
O 0.351 -4.086 -0.128
Cl 1.041 -3.119 0.676
O 2.184 -3.729 1.274
O 0.164 -2.620 1.684
O 1.450 -2.020 -0.161
N -1.198 -2.177 -1.998
C -2.281 -1.282 -2.369
C -3.035 -1.749 -3.644
C -4.435 -1.180 -4.009
C -4.592 0.332 -4.222
N -4.226 1.233 -3.153
C -4.854 1.455 -2.014
N -4.514 2.566 -1.325
N -5.946 0.739 -1.643
C -3.193 -1.093 -1.135
O -4.297 -1.698 -1.085
O -2.809 -0.254 -0.291
H -0.541 -2.313 -2.757
H -1.528 -3.076 -1.671
H -1.816 -0.306 -2.559
H -3.180 -2.829 -3.547
H -2.359 -1.565 -4.487
H -5.135 -1.494 -3.241
H -4.734 -1.645 -4.954
H -5.639 0.536 -4.476
H -3.973 0.624 -5.073
H -3.381 1.825 -3.276
H -3.610 2.953 -1.607
H -4.639 2.517 -0.325
H -5.730 -0.275 -1.586
H -6.285 1.034 -0.738
C 3.574 0.516 -5.831
Si 2.236 0.646 -4.452
C 0.763 -0.325 -5.193
C 1.782 2.492 -4.539
As 2.348 -0.015 -2.171
Si 3.406 -2.110 -2.416
C 4.668 -2.197 -3.873
C 4.435 -2.700 -0.942
C 2.168 -3.461 -2.930
Si 4.243 1.311 -1.678
C 5.492 1.742 -3.082
C 5.372 0.660 -0.301
C 3.589 3.010 -1.116
H 3.178 0.885 -6.779
H 3.910 -0.508 -5.990
H 4.451 1.114 -5.588
H 0.416 0.087 -6.141
H -0.065 -0.291 -4.481
H 1.034 -1.371 -5.358
H 1.406 2.782 -5.522
H 2.645 3.122 -4.309
H 1.005 2.705 -3.809
H 5.314 -1.319 -3.892
H 4.148 -2.253 -4.830
H 5.306 -3.079 -3.794
H 5.392 -2.183 -0.876
H 4.627 -3.773 -1.007
H 3.896 -2.525 -0.013
H 1.570 -3.144 -3.789
H 1.488 -3.680 -2.109
H 2.678 -4.388 -3.197
H 5.804 0.844 -3.617
H 6.390 2.216 -2.683
H 5.049 2.427 -3.806
H 6.117 -0.039 -0.689
H 4.778 0.150 0.460
H 5.906 1.474 0.192
H 2.958 3.462 -1.884
H 4.394 3.709 -0.880
H 2.974 2.887 -0.222
C 4.776 1.815 3.801
Si 3.966 0.133 3.365
C 5.476 -1.047 3.087
C 3.206 -0.570 4.979
C 2.706 0.353 2.108
H 5.593 1.714 4.522
H 4.039 2.504 4.218
H 5.181 2.281 2.900
H 6.061 -1.230 3.996
H 6.160 -0.663 2.325
H 5.105 -2.012 2.732
H 3.936 -0.738 5.777
H 2.729 -1.527 4.753
H 2.431 0.094 5.364
H 2.122 -0.505 1.798
H 2.783 1.132 1.354
Br -3.112 4.973 5.205
C -2.188 3.904 3.928
C -2.160 4.286 2.594
C -1.483 3.461 1.713
N -0.864 2.338 2.065
C -0.895 2.000 3.352
C -1.544 2.742 4.326
H -2.643 5.194 2.261
H -1.420 3.717 0.660
H -0.356 1.095 3.610
H -1.544 2.431 5.361
C -3.817 4.097 -4.808
Si -2.069 4.396 -4.099
C -0.984 4.805 -5.609
C -2.192 6.018 -3.110
C -1.464 2.972 -3.137
C -0.871 2.061 -2.528
H -4.213 4.983 -5.306
H -4.514 3.825 -4.013
H -3.804 3.281 -5.532
H -1.423 5.595 -6.222
H -0.853 3.926 -6.241
H 0.008 5.132 -5.296
H -2.504 6.853 -3.741
H -1.229 6.278 -2.670
H -2.913 5.929 -2.296
*
```

=====

[2]
A molecular structure, C29H65InN7O6P2 in a non-equilibrium geometry, computed with the ωB97M-V functional and the def2-TZVPD basis.

max |F|	6.8	eV/A
E_HOMO	-4.34	eV
gap between HOMO and LUMO	5.8	eV

Geometry as ORCA input:
```
! RIJCOSX wB97M-V def2-TZVPD def2/J DEFGRID3
* xyz -1 1
C -3.441 0.081 -1.712
C -3.592 1.023 -0.514
O -2.751 2.165 -0.598
C -1.869 2.260 0.530
C -0.703 1.262 0.351
O -0.549 0.405 1.457
In 1.154 -0.801 1.341
C 2.373 -0.458 3.190
C 3.737 0.167 2.962
O 4.137 1.065 4.065
C 5.038 1.956 3.539
C 4.413 3.289 3.143
O 6.203 1.675 3.387
C 0.450 -2.932 1.338
C -1.033 -2.937 1.727
C -1.522 -4.346 2.199
C -1.942 -2.551 0.543
C 2.333 -0.457 -0.574
C 3.715 -0.644 -0.526
C 4.499 -0.413 -1.657
C 3.777 -0.038 -2.796
C 2.405 0.075 -2.722
N 1.607 -0.094 -1.658
H -3.798 -0.919 -1.433
H -4.020 0.408 -2.584
H -2.402 -0.030 -2.033
H -4.629 1.391 -0.463
H -3.412 0.445 0.402
H -2.390 2.156 1.490
H -1.452 3.276 0.486
H -0.909 0.655 -0.547
H 0.248 1.784 0.130
H 2.464 -1.409 3.726
H 1.800 0.242 3.815
H 3.838 0.717 2.016
H 4.483 -0.641 2.955
H 5.009 3.797 2.385
H 4.305 3.876 4.060
H 3.435 3.050 2.713
H 0.622 -3.367 0.348
H 1.020 -3.461 2.113
H -1.284 -2.240 2.538
H -0.763 -4.857 2.800
H -1.838 -4.951 1.340
H -2.408 -4.186 2.835
H -1.705 -1.530 0.223
H -1.823 -3.279 -0.269
H -2.999 -2.553 0.849
H 4.181 -0.969 0.400
H 5.580 -0.513 -1.676
H 4.289 0.162 -3.733
H 1.887 0.339 -3.652
O 1.445 -5.410 -0.906
P 1.526 -6.701 -1.683
N -0.076 -6.715 -2.300
C -0.874 -7.888 -2.564
C -0.307 -5.713 -3.333
N 1.673 -7.736 -0.290
C 0.504 -7.958 0.553
C 2.813 -7.365 0.543
N 2.069 -8.029 -2.757
C 2.228 -9.401 -2.309
C 3.262 -7.637 -3.531
H -0.581 -8.406 -3.490
H -1.923 -7.601 -2.663
H -0.840 -8.607 -1.747
H 0.110 -6.030 -4.303
H 0.157 -4.763 -3.060
H -1.374 -5.520 -3.458
H -0.030 -7.031 0.793
H 0.797 -8.432 1.491
H -0.193 -8.654 0.083
H 2.609 -6.481 1.155
H 3.688 -7.143 -0.078
H 3.088 -8.196 1.198
H 3.066 -9.534 -1.617
H 2.410 -10.034 -3.185
H 1.324 -9.782 -1.840
H 4.156 -7.575 -2.897
H 3.106 -6.657 -3.992
H 3.457 -8.346 -4.338
O -1.215 7.743 2.328
P -2.258 8.072 1.281
N -2.948 6.515 1.113
C -3.509 5.963 -0.100
C -3.746 6.103 2.262
N -1.124 8.402 0.000
C -0.415 7.289 -0.621
C -0.171 9.442 0.373
N -3.566 8.875 0.355
C -3.423 9.292 -1.030
C -4.168 9.979 1.126
H -4.509 6.364 -0.327
H -3.603 4.878 -0.008
H -2.875 6.124 -0.968
H -4.737 6.583 2.256
H -3.247 6.369 3.195
H -3.882 5.021 2.272
H -0.003 6.585 0.110
H 0.409 7.659 -1.236
H -1.063 6.743 -1.307
H 0.612 9.068 1.040
H -0.680 10.264 0.888
H 0.296 9.864 -0.521
H -2.732 10.132 -1.158
H -4.405 9.604 -1.401
H -3.100 8.474 -1.667
H -3.488 10.837 1.208
H -4.410 9.642 2.139
H -5.099 10.317 0.667
*
```

=====

[3]
6 unconnected molecules or ions with the total composition C29H65N7O11P in a non-equilibrium geometry, computed with the ωB97M-V functional and the def2-TZVPD basis.

max |F|	1.4	eV/A
E_HOMO	-11.07	eV
gap between HOMO and LUMO	7.8	eV
energy relative to the best compared isomer or geometry (same formula, charge and spin)	11.9	kcal per mole

Geometry as ORCA input:
```
! RIJCOSX wB97M-V def2-TZVPD def2/J DEFGRID3
* xyz 1 1
C 1.962 -5.390 0.472
C 2.148 -5.023 -1.006
O 1.776 -3.696 -1.320
C 1.478 -5.943 -2.016
N 0.194 -6.565 -1.643
C -1.002 -6.121 -1.880
N -2.113 -6.884 -1.518
N -1.192 -4.924 -2.541
C -2.366 -4.974 -3.469
C -2.290 -6.075 -4.520
C -0.911 -6.224 -5.163
C -0.815 -5.370 -6.414
N -1.145 -3.991 -6.075
C -0.053 -3.144 -5.826
N 1.008 -3.183 -6.501
N -0.297 -2.290 -4.738
P -1.595 -3.724 -1.307
N -1.442 -4.318 0.136
H 1.574 -4.528 0.979
H 2.935 -5.580 0.904
H 1.327 -6.240 0.652
H 3.210 -5.108 -1.208
H 2.341 -3.088 -0.825
H 1.336 -5.449 -2.963
H 2.167 -6.757 -2.171
H 0.253 -7.466 -1.194
H -2.268 -7.559 -2.268
H -1.874 -7.447 -0.706
H -3.303 -5.064 -2.926
H -2.380 -4.034 -3.997
H -2.691 -7.009 -4.154
H -2.976 -5.771 -5.297
H -0.802 -7.250 -5.489
H -0.102 -5.931 -4.508
H -1.520 -5.718 -7.156
H 0.170 -5.495 -6.845
H -1.800 -3.583 -6.724
H 1.683 -2.509 -6.158
H 0.310 -1.482 -4.780
H -1.246 -1.929 -4.841
H -0.773 -2.636 -1.583
H -2.934 -3.357 -1.511
H -2.328 -4.277 0.623
O -1.179 2.359 0.568
C -0.320 1.555 0.788
O -0.662 0.241 0.800
C 0.289 -0.814 0.844
C 0.733 -1.112 2.261
C 1.089 1.959 1.143
H 1.137 -0.605 0.185
H -0.227 -1.681 0.430
H 1.244 -0.259 2.707
H 1.410 -1.968 2.284
H -0.134 -1.334 2.883
H 1.138 2.177 2.208
H 1.342 2.860 0.597
H 1.842 1.213 0.891
O 2.588 4.712 1.286
C 3.436 4.749 2.141
O 3.468 3.763 3.050
C 4.515 3.616 4.020
C 4.257 4.449 5.257
C 4.385 5.915 2.264
H 5.487 3.825 3.571
H 4.513 2.559 4.282
H 4.239 5.515 5.029
H 5.031 4.270 6.003
H 3.290 4.192 5.688
H 3.893 6.707 2.830
H 4.603 6.282 1.264
H 5.333 5.671 2.736
O 0.752 9.335 4.947
C 0.244 8.724 4.050
O 1.033 8.035 3.205
C 0.534 7.126 2.214
C 0.159 7.842 0.934
C -1.247 8.771 3.803
H -0.289 6.529 2.611
H 1.349 6.439 2.017
H -0.654 8.551 1.090
H -0.152 7.123 0.176
H 1.012 8.405 0.555
H -1.475 9.656 3.212
H -1.746 8.852 4.764
H -1.644 7.891 3.302
O 1.589 0.949 7.321
C 0.563 0.552 6.847
O -0.434 1.427 6.621
C -1.622 1.100 5.896
C -2.673 0.470 6.787
C 0.342 -0.919 6.567
H -1.388 0.480 5.029
H -1.989 2.048 5.510
H -2.333 -0.480 7.202
H -3.590 0.291 6.226
H -2.897 1.128 7.625
H 0.005 -1.409 7.479
H 1.294 -1.350 6.267
H -0.369 -1.115 5.767
O -3.035 -0.807 -4.148
C -2.916 0.326 -4.542
O -1.680 0.802 -4.750
C -1.417 2.068 -5.376
C -1.453 3.207 -4.380
C -4.109 1.230 -4.720
H -2.092 2.229 -6.217
H -0.416 1.975 -5.793
H -2.440 3.321 -3.933
H -1.187 4.145 -4.866
H -0.749 3.022 -3.569
H -4.352 1.680 -3.758
H -4.950 0.624 -5.047
H -3.966 2.015 -5.458
*
```